(A)
ORCA calculation (ωB97M-V/def2-TZVPD) on a 2-piece molecular cluster, C2H5Br overall.

```
8
Properties=species:S:1:pos:R:3
H 0.418 -0.883 -1.123
H -0.704 1.290 0.784
H 0.414 -1.348 0.574
Br 3.064 0.273 0.164
C 0.129 -0.653 -0.149
C -0.789 0.406 0.107
H -1.679 -0.114 0.406
H -0.854 1.028 -0.763
```

## Properties
**Kohn-Sham gap**: 6.598 eV
**HOMO level**: -0.32899 hartree
**LUMO energy**: -2.3542 eV


(B)
ORCA calculation (ωB97M-V/def2-TZVPD) on a 2-piece molecular cluster, C2H5Br overall.

```
8
Properties=species:S:1:pos:R:3
H -0.301 2.290 -0.988
C 0.077 1.300 -0.676
H -0.037 -2.787 0.161
H -0.109 -0.253 0.763
H 0.885 0.858 -1.111
C -0.429 0.744 0.391
H -1.317 1.017 0.980
Br 1.232 -3.170 0.479
```

## Properties
**SMILES string**: C=C.Br
**Kohn-Sham gap**: 11.346 eV
**HOMO level**: -0.38251 hartree
**LUMO energy**: 0.9373 eV


Going by the energies, (B) is most stable and the next is 166.9 kJ/mol up.


(A)
ORCA calculation (ωB97M-V/def2-TZVPD) on a 2-piece molecular cluster, C3H11N2S overall.

```
17
Properties=species:S:1:pos:R:3
N -3.911 1.492 -0.323
C 3.144 -1.120 -0.968
N -2.099 0.729 0.910
H -4.253 2.221 -0.934
H 3.454 -0.085 -0.829
H 2.567 -1.210 -1.883
C 2.329 -1.572 0.228
H 4.041 -1.726 -1.055
H -2.048 2.315 -0.396
H 1.667 -2.396 -0.023
H -4.544 0.712 -0.216
H -1.102 0.761 1.099
H 2.011 0.640 1.157
H -2.615 -0.072 1.248
S 1.132 -0.324 0.845
H 2.877 -1.898 1.102
C -2.649 1.530 0.039
```

## Properties
**Total charge**: +1
**Kohn-Sham gap**: 8.696 eV
**HOMO level**: -0.45383 hartree
**LUMO energy**: -3.6531 eV


(B)
ORCA calculation (ωB97M-V/def2-TZVPD) on a 2-piece molecular cluster, C3H11N2S overall.

```
17
Properties=species:S:1:pos:R:3
H -1.068 0.742 -3.216
H 0.066 -0.346 0.051
N 2.144 -0.153 0.042
C 0.891 0.340 -0.215
H 2.493 -0.321 1.001
H -1.951 -2.807 1.010
H -0.604 1.824 0.525
H 1.009 2.600 0.273
S -0.529 1.518 -2.118
H 0.490 1.365 1.636
H -1.805 -1.741 -0.234
H 2.781 -0.396 -0.730
H -0.583 -1.614 1.001
C -1.694 -1.781 0.761
C 0.443 1.595 0.586
H -2.505 -1.203 1.135
N 0.422 0.380 -1.510
```

## Properties
**Total charge**: +1
**Kohn-Sham gap (alpha / beta)**: 6.997 / 6.994 eV
**HOMO level (alpha / beta)**: -0.51266 / -0.51260 hartree
**LUMO energy (alpha / beta)**: -6.9530 / -6.9543 eV


Going by the energies, (A) is most stable and the next is 457.3 kJ/mol up.


(A)
ORCA calculation (ωB97M-V/def2-TZVPD) on a 2-piece molecular cluster, C3H11N2S overall.

```
17
Properties=species:S:1:pos:R:3
H 1.752 1.914 -0.605
C -0.683 -2.116 -1.446
H -0.891 -0.240 -1.001
H 1.450 3.243 0.472
N -0.110 -3.270 -1.155
C 0.859 1.437 1.431
N -0.165 -0.930 -1.207
H 1.180 0.413 1.552
H 2.741 2.175 0.834
H 0.336 -3.447 -0.270
H 0.946 2.012 2.350
C 1.732 2.194 0.429
H -0.450 -4.063 -1.676
H -1.495 1.302 2.035
H 0.703 -1.035 -0.686
S -0.878 1.290 0.850
H -1.598 -2.179 -2.027
```

## Properties
**Total charge**: +1
**Kohn-Sham gap**: 8.425 eV
**HOMO level**: -0.46526 hartree
**LUMO energy**: -4.2353 eV


(B)
ORCA calculation (ωB97M-V/def2-TZVPD) on a 2-piece molecular cluster, C3H11N2S overall.

```
17
Properties=species:S:1:pos:R:3
H 0.072 -0.548 1.595
C -1.225 0.848 2.076
H -1.905 0.923 2.829
H -0.170 1.554 -1.963
H -0.886 2.778 1.393
H 1.863 -2.190 -1.701
S 0.956 -0.193 -0.599
C 0.901 -2.095 -1.100
H 0.273 0.239 -2.851
H 1.000 -2.823 -0.210
H -0.104 1.531 0.549
C 0.672 0.849 -2.048
H -0.142 -2.353 -1.405
H -1.323 -1.115 2.535
N -0.755 1.782 1.316
N -0.866 -0.442 1.882
H 1.642 1.254 -2.300
```

## Properties
**Total charge**: +1
**Kohn-Sham gap**: 8.791 eV
**HOMO level**: -0.45999 hartree
**LUMO energy**: -3.7264 eV


Going by the energies, (A) is most stable and the next is 63.6 kJ/mol up.


(A)
ORCA calculation (ωB97M-V/def2-TZVPD) on a 2-piece molecular cluster, C9H13NO overall.

```
24
Properties=species:S:1:pos:R:3
C 1.323 -0.168 -1.140
C -2.387 -0.944 -1.444
H 2.323 -2.711 0.800
H -2.949 -1.333 -2.306
C 1.688 -0.821 1.573
C -2.703 0.518 -1.319
H 0.979 -0.056 -2.145
H 1.011 1.850 -0.172
H -1.350 -1.191 -1.694
O -3.758 1.078 -1.514
C 1.794 -1.458 -0.795
H 0.160 2.189 1.955
C 0.741 1.374 2.321
H 1.878 -1.127 2.579
H -1.468 2.275 -0.875
C 1.151 0.417 1.233
N -1.594 1.282 -0.937
H -2.666 -1.493 -0.532
C 1.980 -1.720 0.565
H 1.931 -2.266 -1.500
H 1.549 1.945 2.792
H -0.940 0.731 -0.392
H 0.127 0.864 3.056
C 1.180 0.764 -0.110
```

## Properties
**SMILES string**: Cc1ccccc1.CC(N)=O
**Kohn-Sham gap**: 10.037 eV
**HOMO level**: -0.34222 hartree
**LUMO energy**: 0.7253 eV


(B)
ORCA calculation (ωB97M-V/def2-TZVPD) on a 2-piece molecular cluster, C9H13NO overall.

```
24
Properties=species:S:1:pos:R:3
O 2.556 -1.173 -0.009
C -1.334 1.311 -1.345
H -0.731 2.138 -1.650
C -2.105 1.331 -0.190
C 2.987 -0.692 2.671
H 1.682 1.039 2.119
H -0.977 -0.052 -2.992
H -2.207 -1.817 -2.067
H 3.550 0.112 3.242
H -3.363 0.265 1.290
C -2.740 -0.901 -0.360
C -1.480 0.100 -2.104
H 1.921 0.852 -1.453
H -2.858 -1.863 0.041
H -2.109 2.412 0.229
H 1.029 1.709 -0.264
C -2.724 0.166 0.468
C 1.318 0.633 -0.506
N 2.039 0.191 1.776
C -2.144 -0.876 -1.635
H 0.315 0.112 -0.768
H 2.535 -1.428 3.306
H 3.721 -1.096 1.749
C 2.017 -0.126 0.478
```

## Properties
**SMILES string**: CNC(C)=O.c1ccccc1
**Kohn-Sham gap**: 9.905 eV
**HOMO level**: -0.33417 hartree
**LUMO energy**: 0.8116 eV


(C)
ORCA calculation (ωB97M-V/def2-TZVPD) on a 2-piece molecular cluster, C9H13NO overall.

```
24
Properties=species:S:1:pos:R:3
C -1.164 -1.518 0.745
H -2.140 -1.242 1.255
C 0.663 2.586 -0.073
H 0.906 2.880 -1.071
H 0.026 -1.220 2.466
C 0.098 -2.054 -1.193
C 2.562 -1.754 -1.431
C 1.302 -1.723 -0.582
C 1.275 -1.279 0.776
H 1.146 3.248 0.710
H 3.436 -1.532 -0.725
H -2.782 2.242 -0.383
H -2.035 -1.876 -1.269
H 1.005 1.558 -0.019
H 2.170 -0.797 1.165
N -1.903 2.024 -0.390
H -1.648 1.581 -1.220
C 0.016 -1.265 1.431
O -1.091 3.001 1.497
C -0.873 2.667 0.344
H 2.561 -0.992 -2.272
H 2.734 -2.634 -2.101
C -1.118 -1.818 -0.603
H 0.109 -2.441 -2.258
```

## Properties
**SMILES string**: Cc1ccccc1.CC(N)=O
**Kohn-Sham gap**: 9.834 eV
**HOMO level**: -0.33419 hartree
**LUMO energy**: 0.7399 eV


Going by the energies, (A) is most stable and the next is 66.3 kJ/mol up.